Entry 1:
{"formula": "C13H5Cl6O4S", "method": "wB97M-V/def2-TZVPD", "gap_ev": 7.412, "e_tot_ha": -3958.64202, "charge": -1, "symbols": ["H", "Cl", "O", "H", "Cl", "C", "C", "C", "H", "Cl", "O", "C", "C", "C", "Cl", "C", "C", "H", "C", "O", "S", "C", "H", "C", "Cl", "O", "C", "C", "Cl"], "coordinates": [[2.66745, -0.77471, 0.35004], [-2.94124, 0.08220, 2.08436], [0.51994, 1.83533, 0.01293], [4.08787, 1.50068, -2.59931], [6.24604, 5.72410, -1.62522], [0.88026, -1.28956, 1.79765], [3.94505, 4.77274, -0.55498], [3.10456, 2.49513, -0.89365], [3.87783, 5.72735, -0.06272], [2.66350, 0.84191, 2.14984], [1.60368, 0.55327, -1.83219], [2.98611, 3.77043, -0.30317], [-0.57812, -2.44071, 0.15281], [0.64588, -2.04882, 0.50807], [-0.83610, -3.36315, -1.24542], [-0.36437, -0.53539, 2.25272], [-1.72323, -2.12095, 1.04369], [5.80131, 3.23982, -2.90381], [5.00599, 4.54610, -1.43021], [1.64513, -1.72898, 2.65901], [1.70033, 1.27582, -0.58661], [-1.57978, -0.84486, 1.78086], [2.14263, 4.01262, 0.31759], [1.97721, 0.01318, 0.78876], [-0.16432, 0.42505, 3.62145], [-2.66498, -2.91221, 1.19975], [4.06772, 2.35964, -1.93114], [5.01794, 3.36251, -2.15970], [2.02100, -2.69632, -0.24090]], "forces_ev_per_a": [[-0.2953, 1.6746, 1.0121], [-1.2232, 0.3517, 0.5167], [-0.2652, 2.2188, -0.8433], [-0.1332, -0.0517, 0.4439], [0.1429, 0.1875, -0.1170], [-0.7583, 0.1247, -0.9794], [-0.1017, -0.5544, -0.0065], [-0.6876, 1.1960, -0.4923], [-0.1156, 0.1542, 0.1443], [1.0073, 0.7905, 0.2500], [0.1304, 0.2262, -0.3859], [0.9980, -0.2914, -0.4959], [0.1239, 0.5413, 0.3432], [-0.5012, -0.5197, 1.0078], [-0.5022, -0.5608, -0.5069], [0.3026, -0.8194, -0.5028], [-1.2599, -1.4677, -0.1906], [-0.2406, -0.1768, 0.0379], [-1.2046, -0.7815, 0.4070], [0.4523, -0.2521, 0.1767], [0.0943, -2.6955, 1.7375], [1.0202, -0.4754, -0.3899], [-0.1434, -0.1796, 0.3419], [1.7411, -0.0243, -1.5760], [-0.0458, 0.7519, 0.3873], [1.3389, 1.7916, -0.4614], [-0.2859, -0.0826, 0.6049], [0.0940, -0.1600, 0.0778], [0.3175, -0.9161, -0.5410]], "mulliken_charge": [0.391, -0.218, -0.610, 0.405, -0.226, 0.858, -0.558, -0.056, 0.378, -0.162, -0.676, -0.288, 0.451, -0.368, -0.226, 0.179, 0.160, 0.355, 0.305, -0.763, 1.278, 0.526, 0.420, -0.758, -0.161, -0.596, -0.369, -0.477, -0.194]}

Entry 2:
{"formula": "C27H20Br3MnN5O3", "method": "wB97M-V/def2-TZVPD", "gap_ev": [5.256, 7.325], "e_tot_ha": -10413.45038, "spin_multiplicity": 6, "charge": 0, "symbols": ["H", "C", "C", "N", "C", "N", "H", "C", "H", "Br", "H", "O", "H", "H", "C", "C", "H", "C", "C", "C", "C", "H", "N", "N", "C", "C", "H", "C", "C", "H", "H", "C", "C", "C", "C", "C", "N", "H", "H", "O", "C", "Mn", "H", "C", "C", "H", "C", "H", "C", "H", "H", "Br", "Br", "C", "H", "H", "C", "O", "C"], "coordinates": [[-1.95647, 0.87567, 1.66929], [-1.06393, 4.74501, 1.72578], [0.40658, -4.49641, -0.02085], [1.38616, 0.34844, -1.01903], [-2.57982, -3.46541, -2.06187], [2.80760, -1.73543, -0.48623], [0.19996, 3.47686, -1.33061], [5.45660, -1.67630, 0.26408], [5.34647, -3.85174, 0.09873], [1.16601, -1.14410, 2.36343], [-0.34579, 1.11814, -1.83057], [0.30269, -5.63488, 0.28455], [5.28424, 0.44294, 0.31491], [0.98210, 3.38972, 4.69206], [0.00609, 5.09910, 3.84193], [3.42695, -0.52708, -0.25056], [-0.88794, 2.79357, 0.88670], [-2.91967, -2.12323, -2.14971], [-3.49481, -4.46033, -2.37905], [2.96035, 1.93295, -0.08446], [3.50789, -2.87439, -0.35550], [-2.91686, 0.02571, -0.22141], [-2.13723, -0.59598, -0.38517], [0.51307, -3.35034, -0.32692], [0.87376, 2.68025, -1.05274], [0.04965, 2.89694, 2.82436], [-5.49539, -4.87004, -3.05468], [-4.20529, -1.78618, -2.55427], [-4.77119, -4.10634, -2.79603], [2.96353, -3.78939, -0.54303], [0.28482, 5.75218, 4.65912], [-0.73377, 5.59173, 2.77435], [-1.92237, -1.03288, -1.79807], [0.57960, 1.38012, -1.33410], [0.39837, 3.76970, 3.85905], [4.82442, -2.91129, 0.00680], [-1.06617, -0.46456, 0.38017], [3.88133, 2.13410, 0.44527], [-1.61614, 5.12788, 0.87521], [-4.53065, -0.44865, -2.58233], [-1.07471, 0.29348, 1.40544], [0.79174, -1.56491, -0.80018], [-5.42601, -0.35023, -2.91854], [4.78404, -0.49966, 0.14237], [0.54138, 1.50731, 2.90895], [-2.16168, -0.16282, -2.41226], [2.62105, 0.60785, -0.45208], [-1.57101, -3.71617, -1.75801], [0.11406, 0.43763, 2.24478], [-3.21092, -5.50244, -2.30727], [1.38148, 1.36060, 3.57972], [2.46232, 4.69440, 0.19434], [7.27363, -1.66721, 0.76151], [-0.67447, 3.41395, 1.74645], [-1.03586, 6.63208, 2.75239], [-6.12790, -2.48676, -3.20377], [2.08883, 2.93477, -0.36479], [-0.61139, -1.39809, -1.98392], [-5.12931, -2.76984, -2.88372]], "forces_ev_per_a": [[-0.0133, 0.0555, 0.0302], [-0.0141, -0.0202, 0.0229], [-0.0624, -0.1588, 0.0913], [0.0275, 0.0032, 0.1669], [0.0583, -0.0645, -0.0897], [-0.2085, 0.1172, -0.0179], [0.0465, -0.0083, 0.0167], [0.0199, -0.0026, -0.0072], [0.0008, 0.0562, -0.0073], [0.0234, -0.1060, 0.1349], [0.0295, -0.0495, 0.0149], [0.0320, 0.3644, -0.1159], [-0.0221, -0.0415, 0.0079], [-0.0355, 0.0439, -0.0546], [0.0075, -0.0475, -0.0401], [0.1250, -0.1532, 0.0112], [-0.0350, -0.0316, 0.0927], [0.1478, -0.0549, 0.0926], [0.0018, 0.0591, -0.0035], [0.0610, -0.0409, -0.0147], [-0.1063, -0.0438, 0.0098], [-0.0776, 0.1250, -0.0037], [-0.1394, -0.3510, -0.1547], [-0.0939, -0.6465, 0.1175], [0.1269, 0.0602, -0.0752], [-0.0169, -0.0751, 0.0852], [0.0404, 0.0355, 0.0181], [-0.1111, 0.0103, 0.0797], [0.0293, -0.0180, 0.0056], [-0.0156, 0.0382, -0.0147], [-0.0050, -0.0092, -0.0128], [0.0208, -0.0154, 0.0277], [0.2150, -0.1250, 0.2434], [-0.0040, -0.1441, -0.0552], [-0.0311, -0.0018, 0.0837], [0.0849, -0.0033, 0.0394], [0.2831, -0.0727, -0.0657], [-0.0325, -0.0064, -0.0333], [0.0277, -0.0224, 0.0273], [0.0698, -0.0420, 0.0232], [0.0868, 0.2390, 0.1662], [-0.0588, 0.5456, -0.2609], [-0.0405, 0.0083, -0.0178], [0.0138, 0.0398, 0.0306], [0.0267, 0.4415, 0.0422], [0.0438, 0.1540, -0.2123], [-0.1498, 0.0851, -0.0699], [-0.0567, 0.0110, -0.0076], [-0.1115, -0.3189, -0.1900], [-0.0064, 0.0386, 0.0027], [0.0182, 0.0646, -0.0798], [0.0281, 0.0553, -0.0120], [0.0595, -0.0100, 0.0225], [-0.0404, -0.0425, -0.0021], [0.0153, -0.0517, 0.0022], [0.0409, -0.0086, 0.0178], [-0.0578, 0.0789, -0.0241], [-0.2644, 0.0100, -0.0685], [-0.0014, 0.0474, -0.0154]], "lowdin_spin": [0.001, 0.000, 0.038, 0.123, 0.001, 0.113, 0.006, 0.059, 0.006, 0.023, -0.001, 0.046, 0.001, 0.000, 0.000, 0.122, 0.002, 0.003, 0.000, 0.035, 0.021, 0.001, 0.002, 0.010, 0.094, 0.000, 0.000, 0.000, 0.000, -0.001, 0.000, 0.000, 0.014, 0.022, 0.000, 0.095, 0.042, 0.000, 0.000, 0.000, 0.002, 3.748, 0.000, 0.045, -0.001, 0.001, 0.146, 0.000, 0.001, 0.000, 0.000, 0.012, 0.008, 0.002, 0.000, 0.000, 0.074, 0.078, 0.000]}

Entry 3:
{"formula": "C4H10OS", "method": "wB97M-V/def2-TZVPD", "gap_ev": 10.004, "e_tot_ha": -631.70121, "charge": 0, "smiles": "OCCCCS", "symbols": ["H", "C", "O", "H", "H", "H", "H", "C", "S", "C", "H", "H", "H", "H", "H", "C"], "coordinates": [[0.80542, -1.19900, 0.99928], [-1.32540, -0.81424, 0.50237], [3.24051, -0.08664, 0.11786], [1.13995, 0.82405, 1.45958], [3.55730, 0.44401, 0.84711], [1.56342, -0.05990, -1.55818], [0.24574, 1.45401, 0.14158], [0.24353, -0.77323, 0.20514], [-2.59656, 0.12669, -0.37490], [2.08645, 0.61949, -0.55481], [2.30349, 1.71017, -1.14951], [-1.69080, -0.87481, 1.70547], [-2.32189, 1.22121, 0.24956], [0.54867, -1.13454, -0.90931], [-1.69153, -1.77034, -0.04693], [0.85559, 0.64319, 0.40011]], "forces_ev_per_a": [[0.0266, -1.9943, 0.2300], [-0.9428, -3.2913, 1.0089], [-1.9673, 0.7085, -2.3216], [0.0341, -0.2587, -0.6009], [-0.1450, 0.4945, 0.1376], [2.7487, 1.9040, 2.8631], [-1.2154, 1.0824, -0.7145], [-1.5912, 2.0607, -1.0770], [0.6441, -0.1345, -0.3715], [-0.4602, 0.5505, -2.4923], [0.0712, -2.8426, 2.1944], [1.4716, 0.0454, -3.3811], [-0.0734, 1.6542, 0.4515], [-1.2635, 0.3417, 3.0570], [0.9439, 0.6392, 1.7746], [1.7185, -0.9599, -0.7581]], "mulliken_charge": [0.133, -0.745, -0.480, 0.355, 0.312, 0.190, 0.331, -0.148, -0.165, -0.378, 0.233, 0.294, 0.070, 0.315, 0.257, -0.576]}

Entry 4:
{"formula": "CH8NO2", "method": "wB97M-V/def2-TZVPD", "gap_ev": [5.829, 10.103], "e_tot_ha": -248.05210, "spin_multiplicity": 2, "charge": 0, "symbols": ["O", "H", "H", "H", "H", "H", "H", "N", "H", "O", "H", "C"], "coordinates": [[-1.50016, 0.77185, 1.64222], [-2.15120, 0.07773, 1.84589], [2.53671, -0.83006, 0.25571], [1.49132, -1.53307, 1.76557], [0.39360, -0.36271, -0.75243], [-0.97704, 0.79099, -2.77427], [-0.32575, -0.39244, 0.77585], [0.45747, -0.68357, 0.20099], [0.39618, 1.03543, -3.24662], [-0.06554, 0.58455, -2.52386], [-1.88605, 1.57827, 2.00099], [1.63048, -1.03696, 0.80995]], "forces_ev_per_a": [[-0.8048, -0.2396, 0.3395], [0.2660, 0.3948, -0.0499], [0.1203, -0.4057, 0.4720], [0.7157, 0.1645, -0.1835], [0.3708, 0.0852, 0.1672], [-0.0494, -0.2785, 0.4294], [0.5880, -0.0937, -0.3387], [-1.0249, -0.0454, -0.1138], [0.3521, -0.2399, 0.3461], [-0.3265, 0.5493, -0.8801], [0.0939, -0.0125, -0.0235], [-0.3012, 0.1216, -0.1648]], "lowdin_spin": [0.003, 0.000, 0.047, 0.046, 0.004, 0.000, 0.009, 0.294, 0.000, 0.000, 0.000, 0.596]}